Here is a molecular structure, C26H22BN5O3Zn from the OMol25 dataset. Energies are from wB97M-V/def2-TZVPD.

Positions of all 58 atoms, in Å:
1 Zn 0.60023 0.88087 -0.64819
2 C -5.65519 2.75214 0.06446
3 C -4.37829 2.02489 0.38861
4 C -3.58804 2.39591 1.47957
5 C -2.38005 1.79546 1.73901
6 C -1.86956 0.74741 0.94555
7 N -0.64470 0.16647 1.20010
8 C -0.45890 -0.37541 2.40431
9 C -1.52147 -0.76650 3.27965
10 C -1.32179 -1.35831 4.50690
11 C -0.04352 -1.64802 4.98038
12 C 0.18343 -2.36375 6.28643
13 C 1.01448 -1.30415 4.14873
14 C 0.84320 -0.67285 2.92528
15 N 2.03086 -0.31975 2.21220
16 C 3.26743 -0.16974 2.74548
17 C 4.14866 -0.01582 1.70290
18 C 3.34130 -0.06895 0.55394
19 N 2.06968 -0.24335 0.87229
20 C -2.67994 0.39854 -0.14357
21 C -3.88995 1.01770 -0.42392
22 N -2.24884 -0.64282 -1.02598
23 C -2.99030 -1.57412 -1.66091
24 C -2.12551 -2.31748 -2.43193
25 C -0.85759 -1.74844 -2.18683
26 N -0.95970 -0.74510 -1.33678
27 H -6.07186 3.22976 0.95385
28 H -6.41373 2.07603 -0.33884
29 H -5.48928 3.53784 -0.67896
30 H -3.92055 3.21548 2.11128
31 H -1.75529 2.13610 2.55412
32 H -2.53565 -0.58961 2.94687
33 H -2.18904 -1.62600 5.10629
34 H -0.64115 -2.18313 6.98075
35 H 1.10229 -2.02765 6.77481
36 H 0.26523 -3.45040 6.16144
37 H 2.02251 -1.55326 4.46090
38 H 3.42258 -0.14605 3.80933
39 H 5.20934 0.16027 1.76673
40 H 3.59072 0.07487 -0.48418
41 H -4.42675 0.72692 -1.32086
42 H -4.05210 -1.64169 -1.49561
43 H -2.37294 -3.14678 -3.07345
44 H 0.10797 -1.98585 -2.60019
45 O 0.07628 2.59425 -0.58221
46 O 2.83002 1.40171 -2.92393
47 B 1.88049 0.45217 -2.41413
48 O 1.80827 -0.57499 -3.46254
49 C 2.64282 -0.21579 -4.46096
50 C 2.91921 -0.86256 -5.64802
51 C 3.84855 -0.27131 -6.51019
52 C 4.46740 0.92792 -6.18065
53 C 4.17931 1.57876 -4.97631
54 C 3.26476 0.98541 -4.13286
55 H 2.42806 -1.79520 -5.89715
56 H 4.08713 -0.75643 -7.44996
57 H 5.18197 1.36785 -6.86686
58 H 4.64751 2.51656 -4.70622

Values from the calculation:
HOMO energy: 1.186 eV
E_tot: -3307.6161 hartree
Energy above the lowest of the compared OMol25 structures with the same formula, charge and spin: 2.164 eV
Charge: -2
Frontier orbital gap: 3.523 eV